(1)
ORCA calculation (ωB97M-V/def2-TZVPD) on a molecular structure, C37H45AsBaF6N3P2SeSi2.

Results
**Strongest force on any atom**: 1.1 eV Å⁻¹
**Total charge**: -2
**Multiplicity**: 2
**Molecular weight**: 1055.11 g mol⁻¹
**HOMO level (alpha / beta)**: -0.26 / -0.26 eV
**Relative energy (zero: lowest compared OMol25 entry of this formula, charge and spin)**: 0.0 kJ/mol
**Orbital gap (alpha / beta)**: 4.112 / 4.108 eV

```
98
Properties=species:S:1:pos:R:3:forces:R:3:mulliken_charge:R:1
Ba 0.511887 0.726309 -0.887844 -0.4 0.5 0.9 1.05
C -3.649210 -3.105421 0.019934 0.0 0.0 0.0 -1.40
N -2.251809 -2.777133 0.271248 0.1 0.1 0.0 0.58
P -1.507075 -2.795043 1.805475 0.0 -0.1 0.1 1.24
C -2.341252 -1.592263 2.893548 0.0 0.0 0.0 0.40
C -1.514095 -0.588582 3.394083 0.0 0.0 -0.1 -0.53
C -2.007092 0.339712 4.302699 0.0 0.1 0.0 -0.13
C -3.331908 0.274855 4.701935 0.0 0.0 0.0 -0.39
C -4.172569 -0.707548 4.186029 0.0 0.0 0.0 -0.81
C -3.678110 -1.640936 3.291064 0.0 0.0 0.0 -0.28
C -2.117196 -4.371077 2.540514 0.0 0.0 0.0 0.41
C -2.222733 -4.511163 3.926274 0.0 0.0 0.0 -0.88
C -2.536624 -5.734920 4.499618 0.0 0.0 0.0 -0.61
C -2.753434 -6.848085 3.698957 0.0 0.0 0.0 -0.56
C -2.647025 -6.725000 2.320792 0.0 0.0 0.0 -0.79
C -2.328227 -5.501397 1.748540 0.0 0.0 0.1 -0.16
P -1.016603 -2.640631 -0.928423 0.1 -0.1 -0.4 0.80
C -0.613862 -4.437502 -1.181048 0.0 0.0 0.1 -0.20
C 0.443972 -4.962576 -0.440452 0.0 0.0 0.0 -0.16
C 0.698782 -6.328463 -0.427550 0.0 0.0 0.0 -0.57
C -0.102720 -7.190786 -1.159964 0.0 0.0 0.0 -0.50
C -1.150869 -6.679272 -1.916209 0.0 0.0 0.0 -0.68
C -1.400808 -5.314373 -1.930166 0.0 0.0 0.0 -0.31
C -1.822756 -2.333845 -2.530956 -0.1 0.0 0.0 0.87
C -1.081111 -2.686384 -3.663381 0.0 0.0 0.0 -0.80
C -1.536905 -2.370295 -4.931062 0.0 0.0 0.0 -0.74
C -2.745318 -1.698921 -5.082395 0.0 0.0 0.0 -0.49
C -3.462122 -1.309806 -3.965484 0.0 0.0 0.0 -0.51
C -2.992365 -1.601696 -2.690670 0.0 0.1 0.0 -0.61
H -4.032139 -3.758540 0.806960 0.0 0.0 0.0 0.46
H -3.754062 -3.627312 -0.932536 0.0 0.0 0.0 0.41
H -4.264619 -2.203810 -0.013881 0.0 0.0 0.0 0.17
H -0.487022 -0.510356 3.046586 0.0 0.0 0.0 -0.05
H -1.356527 1.124666 4.669621 0.0 0.0 0.0 0.37
H -3.722395 1.004394 5.402073 0.0 0.0 0.0 0.37
H -5.214023 -0.742448 4.484138 0.0 0.0 0.0 0.35
H -4.328359 -2.421971 2.913262 0.0 0.0 0.0 0.34
H -2.061648 -3.649855 4.564053 0.0 0.0 0.0 0.38
H -2.614928 -5.816890 5.577705 0.0 0.0 0.0 0.40
H -3.002584 -7.803215 4.146263 0.0 0.0 0.0 0.35
H -2.807581 -7.585266 1.681325 0.0 0.0 0.0 0.43
H -2.241201 -5.426880 0.673426 0.0 0.0 -0.1 0.22
H 1.063960 -4.295812 0.146148 0.0 0.0 0.0 0.13
H 1.522130 -6.716302 0.160440 0.0 0.0 0.0 0.43
H 0.090156 -8.257452 -1.148412 0.0 0.0 0.0 0.36
H -1.774999 -7.347044 -2.499311 0.0 0.0 0.0 0.38
H -2.211456 -4.922578 -2.532799 0.0 0.0 0.0 0.35
H -0.128811 -3.194268 -3.554459 0.0 0.0 0.0 0.41
H -0.937973 -2.629123 -5.795637 0.0 0.0 0.0 0.38
H -3.097028 -1.433572 -6.072389 0.0 0.0 0.0 0.33
H -4.354323 -0.707176 -4.069444 0.0 0.0 0.0 0.35
H -3.508958 -1.196860 -1.833151 0.0 0.0 0.0 0.28
C 2.225728 -2.385162 1.716495 0.1 0.0 0.0 -0.35
Si 2.948568 -0.737213 2.233331 0.2 -0.1 -0.4 0.05
C 4.335877 -0.304350 1.030826 0.1 0.0 0.1 -0.98
C 3.802370 -1.091609 3.891939 -0.1 0.0 0.1 -1.49
N 1.714977 0.441880 2.091299 -0.3 -0.4 -0.3 0.50
C 1.506042 1.535448 2.788107 0.2 0.2 0.1 0.14
C 2.355821 1.915497 3.881680 0.1 0.0 0.2 -0.53
C 2.256290 3.105927 4.544995 -0.1 0.1 0.0 -0.69
C 1.270321 4.042209 4.151720 0.0 -0.1 0.0 -0.80
C 0.390624 3.716021 3.159061 0.1 0.0 0.0 -0.70
C 0.377732 2.446733 2.469722 -0.2 0.1 0.1 0.40
N -0.576052 2.091276 1.626296 0.2 0.0 0.1 0.50
Si -2.096514 2.944984 1.426629 -0.1 0.0 -0.2 0.07
C -2.814676 3.757524 3.005903 0.0 0.0 0.1 -1.19
C -3.465824 1.762914 0.970350 -0.2 -0.1 0.1 -0.23
C -1.876412 4.325378 0.180832 0.0 0.1 0.0 -0.87
H 3.030822 -3.111270 1.556067 0.0 0.0 0.0 0.55
H 1.674834 -2.273140 0.779930 0.0 0.0 0.0 -0.31
H 1.531533 -2.788605 2.457002 0.0 0.0 0.0 0.30
H 5.314637 -0.561542 1.449716 0.0 0.0 0.0 0.37
H 4.340438 0.763278 0.802152 0.0 0.0 0.0 0.24
H 4.238488 -0.838977 0.084823 0.0 0.0 0.0 0.21
H 4.426583 -1.980194 3.753703 0.0 0.0 0.0 0.39
H 3.086570 -1.304536 4.691830 0.0 0.0 0.0 0.35
H 4.454105 -0.280327 4.224412 0.0 -0.1 0.0 0.42
H 3.137427 1.217031 4.163909 -0.2 0.2 0.0 0.12
H 2.948010 3.339580 5.347029 0.0 0.0 0.0 0.36
H 1.215775 5.014036 4.629409 0.0 0.0 0.0 0.38
H -0.342391 4.445739 2.848137 0.1 0.0 0.0 0.39
H -3.358283 3.010561 3.589574 0.0 0.0 0.0 0.19
H -3.550436 4.494601 2.664675 0.0 0.0 0.0 0.40
H -2.120970 4.264714 3.675286 -0.1 0.0 0.0 0.42
H -3.329834 0.803848 1.484844 0.0 0.1 0.0 -0.23
H -3.463955 1.573399 -0.104199 0.0 0.0 0.0 0.08
H -4.435383 2.178840 1.275281 0.0 0.0 0.0 0.36
H -1.120082 5.045360 0.516020 0.0 0.0 0.0 0.26
H -2.817880 4.861990 0.024464 0.0 0.0 0.0 0.32
H -1.581748 3.894712 -0.782445 0.0 0.0 0.1 0.15
F 2.227376 -1.016643 -1.774789 0.4 -0.4 -0.2 -0.71
As 3.248915 -0.228488 -2.996762 0.1 0.0 -0.2 2.16
F 3.582576 1.014766 -1.816686 0.0 0.0 0.1 -0.43
F 4.600512 -1.150179 -2.445293 0.0 0.0 0.0 -0.50
F 1.839024 0.695811 -3.441719 0.0 -0.1 -0.1 -0.49
F 2.825872 -1.469551 -4.116782 0.0 0.0 0.0 -0.52
F 4.210470 0.582555 -4.175096 0.0 0.0 0.0 -0.51
Se -1.959829 1.517087 -2.128561 0.0 -0.1 -0.4 -1.41
```
Forces are in eV/Å.

***

(2)
ORCA calculation (ωB97M-V/def2-TZVPD) on a molecular structure, C37H45ClIIrN3O3Si3.

Results
**Strongest force on any atom**: 1.4 eV Å⁻¹
**Total charge**: +1
**Multiplicity**: 1
**Molecular weight**: 1018.62 g mol⁻¹
**HOMO level**: -10.18 eV
**Relative energy (zero: lowest compared OMol25 entry of this formula, charge and spin)**: 50.5 kJ/mol
**Orbital gap**: 6.840 eV

```
94
Properties=species:S:1:pos:R:3:forces:R:3:mulliken_charge:R:1
Ir 0.292475 -0.849194 -0.058107 -0.3 -0.6 -0.3 0.64
C -0.993730 2.877307 -0.184781 0.1 0.1 -0.1 -1.07
Si -0.769142 1.953248 1.422832 -0.2 -0.1 0.3 0.24
C -1.946389 2.961546 2.508249 0.0 0.0 0.0 -1.37
C 0.951856 2.251730 2.151810 0.0 0.0 -0.1 -1.37
C -1.166745 0.078684 1.342352 0.0 0.3 -0.5 1.15
Si -2.999736 -0.079803 0.875499 0.0 0.0 0.1 0.07
C -4.081144 0.368514 2.350760 0.0 0.0 0.0 -1.05
C -3.674458 -1.773121 0.380739 0.1 -0.1 0.0 -1.18
C -3.486603 0.992442 -0.593456 0.0 0.0 0.0 -1.13
Si -0.808586 -0.558217 3.033569 -0.3 0.0 0.2 0.21
C -1.687480 -2.109078 3.700138 0.0 0.0 -0.1 -1.51
C -0.888738 0.557095 4.535170 0.2 0.1 0.0 -1.47
C 0.964067 -1.148531 2.778548 0.2 -0.2 0.0 -0.10
C 1.895374 -1.339137 3.789568 0.0 -0.1 -0.1 -0.84
C 3.104512 -1.959614 3.528833 0.0 0.0 0.1 -0.66
C 3.344231 -2.434258 2.251500 0.0 -0.1 0.0 -1.22
C 2.405554 -2.201508 1.271371 0.0 -0.5 0.0 -0.44
N 1.264272 -1.539374 1.508339 0.7 0.8 0.9 0.64
H -0.403320 3.794179 -0.121236 0.1 0.0 0.0 0.59
H -2.031249 3.178731 -0.306544 0.0 0.0 0.0 0.60
H -0.686690 2.323483 -1.062352 0.0 -0.1 -0.1 -0.34
H -1.512028 3.962319 2.598029 0.0 0.0 0.0 0.40
H -2.113822 2.592353 3.517095 0.0 0.0 0.0 0.40
H -2.918615 3.079854 2.027036 0.0 0.0 0.0 0.36
H 1.536406 2.895300 1.491643 0.0 0.0 0.0 0.52
H 1.532494 1.340439 2.293859 0.0 0.0 0.0 0.12
H 0.878794 2.758950 3.115013 0.0 0.0 0.0 0.56
H -3.973108 -0.358598 3.158648 0.0 0.0 0.0 0.26
H -5.128765 0.344534 2.039580 0.0 0.0 0.0 0.44
H -3.885428 1.353885 2.766008 0.0 0.0 0.0 0.34
H -3.746701 -2.481192 1.208038 0.0 0.0 0.0 0.27
H -3.139025 -2.256979 -0.437154 0.0 0.0 -0.1 0.41
H -4.692942 -1.585801 0.032586 0.0 0.0 0.0 0.56
H -3.666869 2.027402 -0.305758 0.0 0.0 0.0 0.30
H -4.415608 0.605516 -1.016361 0.0 0.0 0.0 0.53
H -2.732186 0.990657 -1.383912 0.0 0.0 0.0 0.19
H -2.721892 -2.199207 3.364687 0.0 0.0 0.0 0.38
H -1.712459 -2.032978 4.788339 0.0 0.0 0.0 0.51
H -1.172870 -3.038988 3.459575 0.0 0.0 0.0 0.43
H -1.919249 0.866177 4.715773 0.0 -0.1 0.0 0.35
H -0.271463 1.450633 4.472621 0.0 0.0 0.0 0.38
H -0.571848 -0.016072 5.410114 0.0 0.0 0.0 0.51
H 1.659151 -0.992934 4.786578 0.0 0.0 0.0 0.52
H 3.838249 -2.094535 4.312520 0.0 0.0 0.0 0.47
H 4.247700 -2.972454 2.004804 0.0 0.0 0.0 0.55
H 2.545090 -2.575717 0.267706 0.0 0.1 0.0 0.77
Cl 0.388849 -7.318400 -2.438808 0.0 0.0 0.0 -0.25
C 0.658975 -5.620414 -2.218406 0.0 0.0 0.1 0.62
C 1.564154 -4.970345 -3.008265 0.0 0.0 0.0 -0.49
C 1.802741 -3.592652 -2.845899 0.0 -0.1 0.0 -0.03
I 3.266613 -2.659838 -3.983052 0.0 0.0 0.0 0.03
C 1.121451 -2.854297 -1.900485 -0.1 0.0 0.1 -0.77
O 1.305293 -1.571533 -1.687844 0.3 0.1 -0.1 -0.66
C 0.200982 -3.549311 -1.067294 0.0 0.1 0.1 0.34
N -0.408048 -2.795981 -0.083323 -0.2 0.1 -0.4 0.65
C -1.218632 -3.393802 0.755209 0.0 -0.1 0.0 -0.38
C -1.526732 -4.762974 0.676166 0.0 0.1 0.0 -1.75
C -0.945998 -5.525807 -0.292541 0.0 0.0 0.0 -1.05
C -0.038187 -4.927048 -1.197644 -0.1 -0.1 0.0 0.26
H 2.111570 -5.524794 -3.757489 0.0 0.0 0.0 0.45
H -1.656562 -2.772267 1.509604 0.0 0.0 0.0 0.60
H -2.226803 -5.184406 1.382911 0.0 0.0 0.0 0.59
H -1.158661 -6.582453 -0.373737 0.0 0.0 0.0 0.48
C -2.254259 4.551977 -3.655992 0.0 0.0 0.0 -0.91
O -0.919026 4.190449 -3.319921 0.0 -0.1 0.0 -0.46
C -0.486523 2.957956 -3.691107 -0.1 0.0 0.0 0.95
C -1.156513 2.107295 -4.552287 0.0 0.0 0.0 -0.36
C -0.589095 0.877460 -4.870440 0.0 0.0 0.0 -1.09
C 0.636154 0.503514 -4.347965 0.0 0.0 0.0 -0.53
C 1.309223 1.349846 -3.477598 0.0 0.0 0.0 -0.19
C 0.741725 2.562651 -3.136003 -0.1 0.1 0.2 0.08
N 1.337368 3.540981 -2.297371 0.1 0.0 0.0 0.31
C 2.331307 3.520316 -1.444943 -0.1 -0.2 -0.1 -0.61
C 3.074466 2.445770 -0.898079 0.0 0.1 0.0 1.45
C 4.439095 2.761091 -0.658444 0.0 0.0 -0.1 -0.92
C 5.357152 1.792817 -0.373075 0.0 0.0 0.0 -1.09
C 4.909530 0.462335 -0.323090 0.1 0.0 0.1 -0.61
C 3.580928 0.145900 -0.425557 0.0 0.1 0.1 -0.78
C 2.586914 1.130160 -0.604854 -0.1 0.0 -0.2 0.12
O 1.310559 0.915993 -0.515019 -0.3 0.2 0.2 1.04
H -2.442539 5.500235 -3.162061 0.0 0.0 0.0 0.28
H -2.955498 3.800254 -3.288553 0.0 0.0 0.0 0.36
H -2.366146 4.674259 -4.734421 0.0 0.0 0.0 0.36
H -2.103646 2.395908 -4.982973 0.0 0.0 0.0 0.47
H -1.113681 0.214057 -5.544670 0.0 0.0 0.0 0.44
H 1.082880 -0.442780 -4.614836 0.0 0.0 0.0 0.23
H 2.275267 1.062857 -3.092195 0.0 0.0 0.1 0.34
H 0.895539 4.444516 -2.429138 0.1 0.0 -0.1 0.31
H 2.686794 4.516940 -1.200190 -0.1 0.0 0.1 0.42
H 4.759563 3.788222 -0.786492 0.0 0.0 0.0 0.41
H 6.400214 2.038314 -0.241040 0.0 0.0 0.0 0.42
H 5.628991 -0.337783 -0.195585 0.0 0.0 0.0 0.49
H 3.260919 -0.872877 -0.395070 0.0 -0.2 -0.1 0.56
```
Forces are in eV/Å.